Entry 1:
ORCA calculation (ωB97M-V with the def2-TZVPD basis set) on a structure of composition C18H13AuF3NOS2SbSe4.

* net charge: +1
* frontier orbital gap (spin up / spin down): 6.585 / 4.988 eV
* energy: -11901.10527 a.u.
* spin multiplicity: 3
* <S²>: 2.169
* E_HOMO (spin up / spin down): -0.411 / -0.388 hartree

Geometry as XYZ:
```
44
Properties=species:S:1:pos:R:3:forces:R:3:mulliken_charge:R:1
Au -0.170200 -1.100675 -2.299614 0.07 -0.11 -0.38 0.591
F -2.272200 -5.032375 -0.493914 0.16 0.02 -0.03 -0.221
C -3.162700 -4.306875 0.200086 -0.03 -0.25 -0.06 0.753
F -3.640200 -5.085375 1.166086 -0.01 0.04 0.28 -0.279
F -4.177300 -4.036575 -0.633814 -0.15 0.19 -0.05 -0.221
C -2.529800 -3.045375 0.734486 0.03 0.05 -0.02 0.133
C -2.407600 -2.800875 2.099686 0.01 0.10 -0.16 -0.361
C -1.804300 -1.628175 2.524786 -0.08 -0.15 -0.11 -0.821
C -1.302300 -0.757175 1.567786 -0.06 -0.06 0.20 -0.408
N -1.396100 -0.997975 0.271986 -0.03 0.21 -0.06 0.112
C -2.009100 -2.093975 -0.135114 -0.05 -0.19 0.37 0.169
S -2.119000 -2.258875 -1.911014 0.01 0.48 -0.34 -0.265
H -2.785600 -3.515575 2.812886 -0.07 -0.09 0.04 0.550
H -1.729900 -1.401275 3.574686 0.07 0.04 0.13 0.479
H -0.806100 0.166125 1.825386 0.08 0.10 0.18 0.456
O 1.642600 -0.104075 -2.629714 -0.29 -0.30 -0.59 -0.558
S 2.530900 0.805925 -1.822614 -0.16 0.17 1.55 0.144
C 2.967700 -0.092775 -0.300014 0.24 0.14 -0.38 0.606
C 4.148900 0.253225 0.335986 -0.02 0.03 -0.23 -0.298
C 4.487700 -0.369175 1.525386 -0.07 0.00 0.04 -0.618
C 3.655200 -1.343075 2.053886 0.07 -0.04 0.04 -0.490
C 2.486400 -1.699875 1.399486 -0.03 0.08 -0.04 -0.721
C 2.137400 -1.065475 0.220386 -0.20 -0.05 -0.22 -0.049
C 1.439000 1.977925 -0.957514 0.10 -0.01 -0.33 1.171
C 0.082200 1.994225 -1.211314 0.04 -0.30 -0.27 -0.182
C -0.731600 2.895725 -0.547414 0.00 0.04 0.15 -0.720
C -0.175100 3.806025 0.333286 -0.08 -0.03 -0.02 -0.725
C 1.188800 3.787225 0.579686 0.09 -0.02 0.04 -0.652
C 2.005100 2.872525 -0.062114 0.03 0.01 -0.02 -0.596
H 4.804700 0.987425 -0.104614 0.14 0.13 -0.04 0.519
H 5.401600 -0.094975 2.029086 0.08 -0.02 0.04 0.411
H 3.926500 -1.845175 2.968386 0.05 -0.03 0.13 0.404
H 1.845200 -2.468075 1.807086 -0.02 -0.06 0.01 0.463
H 1.229700 -1.338975 -0.304914 -0.01 -0.03 0.13 -0.048
H -0.348900 1.315725 -1.938014 -0.04 0.08 -0.02 0.240
H -1.797600 2.885225 -0.719614 -0.06 0.03 -0.08 0.529
H -0.801500 4.540725 0.813686 -0.07 0.04 0.12 0.467
H 1.617500 4.479525 1.286386 0.08 0.12 0.03 0.433
H 3.065300 2.860125 0.139586 0.12 0.02 0.03 0.341
Se -3.275000 0.652625 -3.848614 0.14 0.00 -0.49 -0.067
Sb -3.035000 3.807525 -4.287714 0.32 0.35 0.64 0.474
Se -3.752400 4.550325 -2.053414 0.23 -0.15 -0.57 -0.204
Se -0.687500 4.418825 -3.901314 -0.53 -0.14 0.00 -0.194
Se -3.745400 -0.574175 -2.107814 -0.09 -0.44 0.38 0.248
```
Positions in Å, forces in eV/Å.

***

Entry 2:
ORCA calculation (ωB97M-V with the def2-TZVPD basis set) on an isolated molecule of C5H9NO2.

* frontier orbital gap: 10.119 eV
* energy: -401.10089 a.u.
* energy relative to the best compared isomer or geometry (same formula, charge and spin): 2.064 eV
* E_HOMO: -0.351 hartree

Geometry as XYZ:
```
17
Properties=species:S:1:pos:R:3:forces:R:3:mulliken_charge:R:1
C -2.149362 -1.036626 0.316372 0.87 -0.21 -0.11 -1.022
C -0.855330 -0.761707 0.101193 1.91 -1.47 2.14 0.467
C 0.380564 -1.824422 0.397826 -2.50 0.40 -0.70 -0.467
O 1.122617 -2.080131 -0.761013 0.38 0.39 -0.13 -0.535
C -0.278398 0.580191 -0.052181 1.26 0.17 -0.96 0.806
O -1.072021 1.557752 -0.533416 -0.25 0.67 0.14 -0.518
N 0.991353 0.748153 0.097514 -1.57 0.37 -0.04 -0.453
C 1.536099 2.073214 -0.155984 0.41 0.55 0.26 -0.905
H -2.929921 -0.285381 0.378923 0.04 0.05 -0.27 0.224
H -2.467386 -2.059652 0.506645 0.08 0.18 -0.01 0.265
H -0.120626 -2.746405 0.695892 0.12 -0.15 -0.18 0.347
H 1.017388 -1.520155 1.231699 -0.34 0.46 -0.13 0.265
H 1.632182 -1.269035 -0.945329 -0.26 -0.36 0.18 0.351
H -1.990514 1.276168 -0.627507 0.21 -0.19 0.06 0.280
H 2.322068 2.306932 0.570207 0.10 -0.43 -0.14 0.329
H 0.869107 2.937039 -0.069928 -0.42 -0.39 -0.19 0.290
H 1.992181 2.104065 -1.150911 -0.04 -0.05 0.07 0.277
```
Positions in Å, forces in eV/Å.

***

Entry 3:
ORCA calculation (ωB97M-V with the def2-TZVPD basis set) on a structure of composition C44H56IrN3OP2SSi2.

* frontier orbital gap: 6.887 eV
* energy: -3714.05966 a.u.
* E_HOMO: -0.243 hartree

Geometry as XYZ:
```
110
Properties=species:S:1:pos:R:3:forces:R:3:mulliken_charge:R:1
Ir -0.226940 0.108304 -1.464375 0.28 0.19 -0.27 0.148
C 1.942505 -2.580125 -3.550288 0.01 -0.02 0.00 -1.442
Si 1.878324 -2.892351 -1.695853 -0.02 -0.03 0.01 0.597
C 3.654578 -2.794827 -1.067648 -0.01 0.01 0.00 -1.080
C 1.308107 -4.656524 -1.404470 0.01 0.00 -0.01 -1.296
N 0.803057 -1.757293 -0.971160 0.02 0.02 -0.03 0.830
P 0.277229 -1.606029 0.558835 -0.07 0.03 0.10 1.620
C -0.386860 -0.061052 0.530965 -0.17 -0.10 -0.03 -0.679
P -1.405191 1.277207 0.657050 -0.03 -0.07 0.09 2.148
N -1.317405 1.836825 -0.861286 0.03 0.01 0.10 -0.115
Si -1.511166 3.299823 -1.740965 -0.04 -0.04 -0.03 -0.172
C -2.175310 2.853892 -3.431038 0.00 0.01 -0.01 -0.997
C -2.694106 4.478364 -0.885447 0.00 -0.01 0.00 -1.289
C 0.117559 4.202049 -1.967588 0.00 -0.01 0.00 -0.464
C -0.871617 2.501796 1.885346 0.02 0.02 -0.03 0.320
C -1.534803 2.727691 3.086832 0.00 -0.01 0.01 -0.779
C -1.045673 3.663286 3.990364 0.00 0.00 0.00 -0.775
C 0.101983 4.380073 3.693287 0.01 0.00 0.01 -0.770
C 0.776650 4.149139 2.499382 0.01 -0.01 -0.01 -1.126
C 0.300076 3.207576 1.602306 -0.03 0.01 0.04 0.366
C -3.113252 0.885270 1.139582 -0.01 0.05 0.02 -0.671
C -3.478833 -0.437247 1.356541 0.00 0.00 -0.01 0.354
C -4.797449 -0.763401 1.647340 -0.01 0.00 0.01 -0.332
C -5.757255 0.233408 1.720877 0.00 0.00 0.00 -0.827
C -5.399034 1.560761 1.509740 0.00 0.00 0.00 -0.829
C -4.083481 1.885215 1.223054 0.00 0.01 -0.02 -0.126
C 1.590915 -1.754945 1.803327 0.00 -0.03 -0.01 -0.184
C 2.156048 -0.591768 2.318339 0.01 0.01 -0.01 -0.367
C 3.222795 -0.666972 3.203664 -0.01 0.01 0.00 -0.747
C 3.731063 -1.903835 3.575370 0.00 -0.01 0.00 -0.760
C 3.165855 -3.068555 3.071037 0.00 0.00 0.00 -0.679
C 2.096579 -2.993726 2.191901 0.00 -0.01 0.00 0.015
C -0.887433 -2.928220 0.993827 0.00 -0.02 0.00 0.117
C -1.181375 -3.215387 2.326501 -0.01 0.00 0.00 -0.343
C -2.216243 -4.082828 2.642885 0.00 0.00 0.00 -0.886
C -2.967653 -4.666104 1.630587 0.00 0.00 0.00 -0.621
C -2.681434 -4.382964 0.302037 0.00 0.00 0.00 -1.103
C -1.644379 -3.518139 -0.015778 -0.01 0.00 0.00 -0.030
H 2.939253 -2.805068 -3.939103 0.00 0.00 0.01 0.384
H 1.712086 -1.539363 -3.787569 0.00 0.02 -0.01 0.292
H 1.234148 -3.205157 -4.097769 0.00 0.00 0.00 0.513
H 4.172516 -3.723832 -1.324199 0.01 0.01 0.00 0.483
H 3.713653 -2.664692 0.014112 0.00 0.00 0.01 0.191
H 4.209378 -1.976862 -1.532406 0.00 0.00 0.00 0.277
H 2.003922 -5.358494 -1.872080 -0.01 0.00 0.00 0.479
H 0.316364 -4.829846 -1.828359 0.01 0.01 0.00 0.312
H 1.255438 -4.903358 -0.341138 0.00 0.00 0.00 0.277
H -3.151563 2.370330 -3.354749 0.01 0.00 0.00 0.272
H -1.506593 2.153701 -3.939296 0.00 0.00 0.00 0.235
H -2.278667 3.739445 -4.063340 0.00 0.00 0.00 0.428
H -3.719077 4.101761 -0.891454 0.01 0.00 0.00 0.299
H -2.691273 5.440921 -1.403760 0.00 0.00 0.00 0.468
H -2.394808 4.664761 0.150027 0.00 0.00 0.00 0.318
H 0.900865 3.489966 -2.232206 -0.01 0.01 -0.01 -0.277
H 0.421629 4.708546 -1.048379 0.00 0.01 0.01 0.207
H 0.042233 4.954649 -2.757019 0.00 0.00 0.00 0.574
H -2.436439 2.176663 3.321398 0.00 0.00 0.00 0.475
H -1.568204 3.835596 4.922463 0.00 0.00 0.00 0.429
H 0.475687 5.117235 4.392609 0.00 0.00 0.00 0.391
H 1.674693 4.708732 2.269597 0.00 0.00 0.01 0.439
H 0.830994 3.000054 0.680414 -0.01 0.01 -0.03 -0.044
H -2.732058 -1.214992 1.272995 0.00 -0.01 0.00 -0.139
H -5.069659 -1.799316 1.805202 0.00 0.00 0.00 0.505
H -6.786763 -0.019539 1.940454 0.00 0.00 0.00 0.385
H -6.147359 2.340924 1.567371 0.00 0.00 0.00 0.444
H -3.810764 2.920820 1.060084 0.00 -0.01 0.01 0.548
H 1.740379 0.364729 2.015816 -0.01 0.00 0.00 0.430
H 3.652234 0.239918 3.611667 0.00 0.00 0.00 0.473
H 4.562570 -1.962507 4.266095 0.00 0.00 0.00 0.404
H 3.556447 -4.033846 3.366402 0.00 0.00 0.00 0.429
H 1.651599 -3.904667 1.807901 0.00 0.00 0.00 0.332
H -0.609034 -2.750918 3.120978 0.01 0.00 0.01 0.505
H -2.438918 -4.301786 3.679407 0.00 0.00 0.00 0.428
H -3.776712 -5.341489 1.878544 0.00 0.00 0.00 0.409
H -3.268587 -4.830875 -0.489667 0.00 0.00 0.00 0.489
H -1.429431 -3.278599 -1.049083 -0.01 0.00 0.02 0.374
C 3.581247 4.003249 -0.164702 0.02 0.00 -0.02 -0.715
C 4.630888 2.948955 -0.496491 0.00 0.00 0.01 -0.590
C 4.264580 1.545050 -0.028029 -0.01 0.02 -0.03 -1.065
S 2.988129 0.620785 -0.913472 0.13 -0.01 0.05 0.994
O 1.732206 1.463462 -0.895189 -0.06 -0.02 -0.04 -1.331
C 3.660798 0.739093 -2.608715 -0.02 0.01 0.01 -1.154
C 3.052479 1.876658 -3.429422 0.00 0.00 0.00 -0.326
C 1.736171 1.491518 -4.094584 0.01 0.01 0.00 -0.831
H 3.921195 4.994329 -0.467104 0.00 0.00 0.00 0.429
H 3.397532 4.026022 0.911604 0.00 0.00 0.00 0.238
H 2.634860 3.795398 -0.660007 0.00 0.00 0.01 -0.153
H 5.573965 3.212371 -0.009683 0.00 -0.01 0.00 0.494
H 4.841905 2.946206 -1.568038 0.01 0.00 -0.01 0.276
H 3.904291 1.556322 1.004169 0.00 -0.01 0.00 0.331
H 5.126375 0.870947 -0.056495 -0.01 -0.01 0.00 0.497
H 3.450985 -0.225813 -3.072443 0.00 -0.01 -0.01 0.381
H 4.743623 0.827783 -2.508955 0.00 -0.01 0.01 0.673
H 3.777963 2.162677 -4.195199 0.00 0.00 0.00 0.532
H 2.901357 2.752450 -2.797007 0.00 0.00 0.00 0.106
H 1.871238 0.653423 -4.780166 0.00 -0.01 -0.01 0.505
H 1.318709 2.327732 -4.655928 0.00 0.00 0.00 0.457
H 0.995819 1.202874 -3.338834 -0.01 0.00 0.00 -0.515
N -5.858365 -3.378398 -4.733138 0.00 -0.01 0.01 -0.593
C -4.989394 -2.824587 -4.221795 0.00 0.02 -0.01 -0.222
C -3.906172 -2.132432 -3.581501 0.00 -0.01 0.01 0.444
C -4.163661 -1.076637 -2.706316 0.00 0.00 0.00 -1.294
C -3.119465 -0.420730 -2.081487 0.01 -0.04 -0.02 -0.079
C -1.780878 -0.801128 -2.279305 -0.03 -0.01 0.14 1.057
C -1.554266 -1.859666 -3.174353 0.02 -0.01 -0.03 -0.045
C -2.589032 -2.511124 -3.825578 0.01 0.00 0.00 -0.775
H -5.186905 -0.773714 -2.521827 0.00 0.00 0.00 0.517
H -3.349110 0.407769 -1.428580 0.00 0.01 0.03 0.699
H -0.541247 -2.195311 -3.351936 -0.04 0.01 0.00 0.092
H -2.382527 -3.324034 -4.510514 0.00 0.00 0.00 0.509
```
Positions in Å, forces in eV/Å.